Record 1
{
  "formula": "C2H2F2P",
  "method": "the ωB97M-V functional and the def2-TZVPD basis",
  "species": ["C", "C", "F", "F", "P", "H", "H"],
  "xyz": [[1.019, 0.143, 0.101], [0.505, -0.656, -0.706], [1.079, 2.591, 0.867], [-1.926, -0.656, -0.129], [1.671, 1.207, 1.331], [-2.328, -1.487, -0.044], [-0.020, -1.140, -1.420]],
  "multiplicity": 1,
  "total_energy_ha": -618.1006,
  "mol_weight_g_mol": 95.01,
  "e_lumo_ev": -8.376,
  "homo_lumo_gap_ev": 8.68,
  "fmax_ev_per_a": 5.81,
  "total_charge": 1
}

---

Record 2
{
  "formula": "C2H2F3IO",
  "method": "the ωB97M-V functional and the def2-TZVPD basis",
  "species": ["C", "C", "O", "F", "F", "F", "I", "H", "H"],
  "xyz": [[1.582, -0.744, 0.721], [-1.573, 0.933, 0.050], [1.208, -1.771, 0.052], [-2.864, 1.041, -0.036], [-0.960, 2.133, 0.121], [-1.110, 0.223, -0.993], [3.500, 0.072, -0.122], [-1.440, 0.321, 0.865], [1.657, -2.209, -0.657]],
  "multiplicity": 1,
  "total_energy_ha": -749.8456,
  "mol_weight_g_mol": 225.94,
  "e_lumo_ev": -0.187,
  "homo_lumo_gap_ev": 9.17,
  "fmax_ev_per_a": 2.90,
  "total_charge": 0
}

---

Record 3
{
  "formula": "C2H2F3O6S",
  "method": "the ωB97M-V functional and the def2-TZVPD basis",
  "species": ["C", "C", "O", "O", "O", "O", "O", "O", "F", "F", "F", "S", "H", "H"],
  "xyz": [[-0.671, -0.667, -3.048], [-2.601, -2.322, -1.411], [-1.801, -1.552, 1.757], [-1.413, -1.086, -3.780], [-0.526, 0.076, 0.580], [0.139, -0.153, -2.410], [-1.566, -1.903, -0.901], [-2.782, -3.145, -2.253], [1.801, -0.391, 0.658], [-0.965, 2.188, -0.726], [-3.796, -1.612, -0.900], [-1.785, -0.640, 0.702], [0.939, -0.347, 0.815], [-0.882, 1.411, -0.175]],
  "multiplicity": 1,
  "total_energy_ha": -1226.8082,
  "mol_weight_g_mol": 211.09,
  "e_lumo_ev": 3.376,
  "homo_lumo_gap_ev": 10.35,
  "fmax_ev_per_a": 5.09,
  "total_charge": -1
}

---

Record 4
{
  "formula": "C2H2F3OP",
  "method": "the ωB97M-V functional and the def2-TZVPD basis",
  "species": ["C", "C", "O", "F", "F", "F", "P", "H", "H"],
  "xyz": [[-0.051, -0.125, -0.820], [1.413, -0.137, -0.654], [-2.594, 0.425, 0.783], [1.898, -1.429, -0.671], [1.961, 0.497, -1.659], [1.925, 0.386, 0.529], [-0.837, 0.160, 0.581], [-0.631, 0.250, 1.903], [-3.084, -0.027, 0.007]],
  "multiplicity": 1,
  "total_energy_ha": -793.4867,
  "mol_weight_g_mol": 130.01,
  "e_lumo_ev": -0.487,
  "smiles": "O[PH]#CC(F)(F)F",
  "homo_lumo_gap_ev": 9.72,
  "fmax_ev_per_a": 4.22,
  "total_charge": 0
}

---

Record 5
{
  "formula": "C2H2F3P",
  "method": "the ωB97M-V functional and the def2-TZVPD basis",
  "species": ["C", "C", "F", "F", "F", "P", "H", "H"],
  "xyz": [[-0.787, 0.118, 0.025], [1.227, 0.266, 0.267], [-1.088, 1.001, -0.909], [1.482, 0.455, -1.020], [1.767, -0.921, 0.523], [-1.635, -1.259, 0.469], [1.721, 1.031, 0.988], [-2.687, -0.690, -0.343]],
  "multiplicity": 1,
  "total_energy_ha": -718.2274,
  "mol_weight_g_mol": 114.01,
  "e_lumo_ev": 0.083,
  "homo_lumo_gap_ev": 9.87,
  "fmax_ev_per_a": 4.24,
  "total_charge": 0
}

---

Record 6
{
  "formula": "C2H2F6KO7S2",
  "method": "the ωB97M-V functional and the def2-TZVPD basis",
  "species": ["K", "C", "F", "F", "F", "S", "O", "O", "O", "C", "F", "F", "F", "S", "O", "O", "O", "O", "H", "H"],
  "xyz": [[2.021, -2.120, 2.027], [-0.125, -1.246, -1.042], [-0.861, -0.208, -1.354], [-0.916, -2.117, -0.364], [0.332, -1.852, -2.113], [1.316, -0.667, 0.081], [1.789, 0.635, -0.376], [0.723, -0.641, 1.401], [2.336, -1.697, 0.008], [-3.075, 2.303, 0.369], [-4.110, 1.469, 0.351], [-3.129, 2.887, -0.897], [-3.105, 3.203, 1.327], [-1.496, 1.145, 0.458], [-2.039, -0.204, 0.204], [-0.648, 1.619, -0.662], [-0.914, 1.348, 1.771], [4.112, -1.403, -0.740], [3.196, -1.240, -0.515], [4.593, -1.214, 0.066]],
  "multiplicity": 1,
  "total_energy_ha": -2599.4647,
  "mol_weight_g_mol": 355.25,
  "e_lumo_ev": 1.389,
  "homo_lumo_gap_ev": 6.47,
  "fmax_ev_per_a": 8.49,
  "total_charge": -1
}

---

Record 7
{
  "formula": "C2H2FI",
  "method": "the ωB97M-V functional and the def2-TZVPD basis",
  "species": ["C", "C", "F", "I", "H", "H"],
  "xyz": [[0.120, 0.512, -0.158], [-2.004, 1.538, 0.836], [-2.065, 2.497, -0.076], [-2.231, 2.146, 2.665], [0.455, -0.518, 0.250], [0.005, 0.385, -1.278]],
  "multiplicity": 1,
  "total_energy_ha": -474.6781,
  "mol_weight_g_mol": 171.94,
  "e_lumo_ev": [-0.901, -1.113],
  "homo_lumo_gap_ev": [7.59, 7.75],
  "fmax_ev_per_a": 4.73,
  "total_charge": 0
}

---

Record 8
{
  "formula": "C2H2FI3O",
  "method": "the ωB97M-V functional and the def2-TZVPD basis",
  "species": ["C", "C", "O", "F", "I", "I", "I", "H", "H"],
  "xyz": [[-0.352, 0.084, 1.341], [-0.161, 1.116, 0.542], [0.958, -1.535, -1.480], [-0.798, 1.339, -0.576], [-1.891, -1.271, 0.885], [-0.646, -1.480, -2.510], [1.374, 2.557, 0.851], [0.260, -0.126, 2.256], [1.256, -0.684, -1.309]],
  "multiplicity": 3,
  "total_energy_ha": -1145.4165,
  "mol_weight_g_mol": 441.75,
  "e_lumo_ev": [-0.366, -2.496],
  "homo_lumo_gap_ev": [6.17, 6.88],
  "fmax_ev_per_a": 5.20,
  "total_charge": 0
}

---

Record 9
{
  "formula": "C2H2FIO",
  "method": "the ωB97M-V functional and the def2-TZVPD basis",
  "species": ["C", "C", "O", "F", "I", "H", "H"],
  "xyz": [[-0.196, 0.220, 0.886], [-0.140, -1.478, -0.403], [-0.312, 0.142, 2.065], [0.459, -1.501, -1.539], [0.825, 4.061, -0.866], [-0.007, 1.017, 0.119], [-0.629, -2.460, -0.263]],
  "multiplicity": 1,
  "total_energy_ha": -549.9978,
  "mol_weight_g_mol": 187.94,
  "e_lumo_ev": [-0.138, -3.727],
  "homo_lumo_gap_ev": [9.46, 4.15],
  "fmax_ev_per_a": 4.55,
  "total_charge": 0
}

---

Record 10
{
  "formula": "C2H2FInO3",
  "method": "the ωB97M-V functional and the def2-TZVPD basis",
  "species": ["H", "O", "In", "O", "C", "O", "C", "F", "H"],
  "xyz": [[-0.618, 1.908, 1.268], [-0.537, 1.731, 0.316], [-1.291, -1.110, -2.241], [-1.363, 0.400, -1.238], [-1.351, 0.844, -0.110], [-3.501, 1.936, 0.750], [-3.575, 2.742, 1.646], [-4.192, 3.899, 1.448], [-2.943, 2.780, 2.547]],
  "multiplicity": 2,
  "total_energy_ha": -591.5181,
  "mol_weight_g_mol": 207.85,
  "e_lumo_ev": [-19.283, -19.278],
  "homo_lumo_gap_ev": [5.90, 5.89],
  "fmax_ev_per_a": 8.53,
  "total_charge": 3
}

---

Record 11
{
  "formula": "C2H2FN",
  "method": "the ωB97M-V functional and the def2-TZVPD basis",
  "species": ["C", "C", "N", "F", "H", "H"],
  "xyz": [[0.906, 0.127, -0.332], [-0.302, 0.497, 0.505], [0.286, 1.433, -0.100], [2.229, -0.009, 0.196], [0.662, -0.234, -1.342], [-0.907, 0.268, 1.358]],
  "multiplicity": 1,
  "total_energy_ha": -231.9350,
  "mol_weight_g_mol": 59.04,
  "e_lumo_ev": 0.801,
  "smiles": "F[C@H]1C=N1",
  "homo_lumo_gap_ev": 11.14,
  "fmax_ev_per_a": 3.64,
  "total_charge": 0
}

---

Record 12
{
  "formula": "C2H2FN3O",
  "method": "the ωB97M-V functional and the def2-TZVPD basis",
  "species": ["C", "C", "N", "N", "N", "O", "F", "H", "H"],
  "xyz": [[-0.979, 0.671, 0.098], [0.794, -0.370, -0.487], [-1.646, -0.440, 0.303], [0.258, -1.449, -0.182], [-1.026, -1.570, 0.196], [1.886, 0.288, -0.678], [-1.610, 1.811, -0.117], [-0.179, 0.972, 0.839], [2.503, 0.087, 0.028]],
  "multiplicity": 1,
  "total_energy_ha": -416.6008,
  "mol_weight_g_mol": 103.06,
  "e_lumo_ev": -0.242,
  "homo_lumo_gap_ev": 8.88,
  "fmax_ev_per_a": 4.47,
  "total_charge": 0
}

---

Record 13
{
  "formula": "C2H2FN3S",
  "method": "the ωB97M-V functional and the def2-TZVPD basis",
  "species": ["C", "C", "H", "H", "N", "N", "N", "F", "S"],
  "xyz": [[-0.031, 0.036, 0.520], [-0.520, -0.209, -0.767], [-0.762, -2.123, 0.750], [1.702, 1.404, 0.898], [0.886, 0.961, 0.359], [0.863, 1.334, -0.999], [-0.124, 0.709, -1.542], [-1.617, -0.964, -1.103], [-0.397, -1.147, 1.886]],
  "multiplicity": 1,
  "total_energy_ha": -739.6390,
  "mol_weight_g_mol": 119.12,
  "e_lumo_ev": 0.140,
  "smiles": "Fc1nn[nH]c1S",
  "homo_lumo_gap_ev": 9.28,
  "fmax_ev_per_a": 4.44,
  "total_charge": 0
}

---

Record 14
{
  "formula": "C2H2FNO",
  "method": "the ωB97M-V functional and the def2-TZVPD basis",
  "species": ["C", "C", "N", "O", "F", "H", "H"],
  "xyz": [[-1.388, 0.381, 0.225], [0.289, -0.443, -0.080], [-1.210, 1.485, -0.169], [1.151, -0.136, 0.552], [2.800, -0.044, -0.271], [-1.873, -0.289, 0.753], [0.233, -0.954, -1.009]],
  "multiplicity": 1,
  "total_energy_ha": -307.0300,
  "mol_weight_g_mol": 75.04,
  "e_lumo_ev": [-1.741, -1.478],
  "homo_lumo_gap_ev": [7.38, 10.10],
  "fmax_ev_per_a": 6.00,
  "total_charge": 0
}

---

Record 15
{
  "formula": "C2H2FNO2",
  "method": "the ωB97M-V functional and the def2-TZVPD basis",
  "species": ["C", "C", "N", "O", "O", "F", "H", "H"],
  "xyz": [[-1.273, 0.067, 0.347], [-0.049, -0.020, 0.044], [1.206, -0.525, -0.004], [1.269, -1.354, -0.907], [2.030, -0.267, 0.837], [0.731, 1.972, -0.601], [-1.857, 0.971, -0.096], [-2.057, -0.845, 0.381]],
  "multiplicity": 1,
  "total_energy_ha": -382.1932,
  "mol_weight_g_mol": 91.04,
  "e_lumo_ev": [-3.176, -3.162],
  "homo_lumo_gap_ev": [8.31, 8.59],
  "fmax_ev_per_a": 5.08,
  "total_charge": 0
}

---

Record 16
{
  "formula": "C2H2FNO2",
  "method": "the ωB97M-V functional and the def2-TZVPD basis",
  "species": ["C", "C", "N", "O", "O", "F", "H", "H"],
  "xyz": [[-0.107, 0.531, 0.066], [1.365, -0.373, -0.033], [-1.291, -0.061, 0.033], [-1.435, -1.235, 0.065], [-2.224, 0.763, -0.047], [2.481, 0.306, 0.005], [-0.252, 1.575, -0.231], [1.463, -1.506, 0.143]],
  "multiplicity": 1,
  "total_energy_ha": -382.2681,
  "mol_weight_g_mol": 91.04,
  "e_lumo_ev": [-1.361, -1.940],
  "smiles": "O=[N+]([O-])/C=C/F",
  "homo_lumo_gap_ev": [8.88, 8.07],
  "fmax_ev_per_a": 9.46,
  "total_charge": 0
}

---

Record 17
{
  "formula": "C2H2FNO2",
  "method": "the ωB97M-V functional and the def2-TZVPD basis",
  "species": ["C", "C", "N", "O", "O", "F", "H", "H"],
  "xyz": [[0.256, 0.781, -1.323], [-0.245, -0.592, 1.248], [-0.515, -0.909, 0.047], [-0.840, 0.097, -0.824], [0.186, 1.605, -2.146], [0.129, -1.636, 1.962], [1.265, 0.373, -0.736], [-0.237, 0.282, 1.772]],
  "multiplicity": 1,
  "total_energy_ha": -382.4170,
  "mol_weight_g_mol": 91.04,
  "e_lumo_ev": 0.689,
  "smiles": "O=CO/N=C/F",
  "homo_lumo_gap_ev": 11.60,
  "fmax_ev_per_a": 4.02,
  "total_charge": 0
}

---

Record 18
{
  "formula": "C2H2FNS",
  "method": "the ωB97M-V functional and the def2-TZVPD basis",
  "species": ["C", "C", "N", "F", "S", "H", "H"],
  "xyz": [[0.324, -1.667, -0.217], [0.330, -0.436, 0.431], [0.316, -2.738, -0.639], [3.395, 0.169, 0.773], [2.448, 0.457, -0.508], [0.564, -0.335, 1.636], [-0.232, 0.272, 0.007]],
  "multiplicity": 1,
  "total_energy_ha": -630.0901,
  "mol_weight_g_mol": 91.11,
  "e_lumo_ev": [-1.818, -1.819],
  "homo_lumo_gap_ev": [7.89, 7.89],
  "fmax_ev_per_a": 6.41,
  "total_charge": 0
}

---

Record 19
{
  "formula": "C2H2FOP",
  "method": "the ωB97M-V functional and the def2-TZVPD basis",
  "species": ["C", "C", "O", "F", "P", "H", "H"],
  "xyz": [[-1.183, -0.614, -0.229], [-0.543, 0.340, 0.384], [-1.874, -1.316, -0.849], [1.914, -0.457, -1.013], [2.265, 0.492, 0.294], [-0.563, 1.247, 0.014], [-0.018, 0.307, 1.398]],
  "multiplicity": 1,
  "total_energy_ha": -593.7421,
  "mol_weight_g_mol": 92.01,
  "e_lumo_ev": [-1.111, -1.117],
  "homo_lumo_gap_ev": [7.09, 7.07],
  "fmax_ev_per_a": 5.57,
  "total_charge": 0
}

---

Record 20
{
  "formula": "C2H2FOYb",
  "method": "the ωB97M-V functional and the def2-TZVPD basis",
  "species": ["C", "C", "O", "H", "F", "H", "Yb"],
  "xyz": [[0.197, -0.545, 0.607], [0.634, 0.541, -0.076], [-0.519, 1.167, -0.406], [0.379, -0.913, 1.611], [-0.689, -1.363, -0.141], [1.429, 1.152, 0.368], [-1.432, -0.039, -1.964]],
  "multiplicity": 1,
  "total_energy_ha": -1410.8464,
  "mol_weight_g_mol": 234.07,
  "e_lumo_ev": -5.735,
  "homo_lumo_gap_ev": 6.07,
  "fmax_ev_per_a": 4.92,
  "total_charge": 1
}